## P
This record from OMol25 describes a molecular structure, C21H47InO6PS. The level of theory is ωB97M-V/def2-TZVPD.

Last column: Mulliken charge in e.
Element x y z (Å)
C1 -2.40 -2.25 -1.73  -0.19
C2 -3.34 -1.55 -1.99  -0.22
C3 -4.48 -0.75 -2.41  -0.69
C4 -4.36 0.74 -2.03  0.44
C5 -5.40 1.15 -0.98  -1.66
In1 -4.65 0.59 1.07  0.58
P1 -5.59 -1.80 1.48  0.02
S1 -4.67 -2.89 2.88  -0.54
C6 -2.44 0.64 1.14  1.06
C7 -1.91 2.08 1.25  -1.32
C8 -1.89 -0.25 2.28  -0.52
C9 -1.31 -1.55 1.70  -0.78
H1 -1.63 -2.97 -1.60  0.46
H2 -4.58 -0.85 -3.49  0.32
H3 -5.36 -1.17 -1.91  0.30
H4 -3.36 0.99 -1.68  -0.41
H5 -4.53 1.33 -2.94  0.53
H6 -5.61 2.22 -0.99  0.37
H7 -6.32 0.61 -1.19  0.41
H8 -5.35 1.70 2.28  -0.38
H9 -5.60 -2.56 0.28  -0.01
H10 -6.95 -1.63 1.82  0.01
H11 -2.07 0.22 0.21  -0.71
H12 -1.78 2.49 0.24  0.35
H13 -0.90 2.10 1.69  0.25
H14 -2.54 2.74 1.83  0.35
H15 -1.09 0.27 2.82  0.22
H16 -2.64 -0.52 3.01  0.33
H17 -2.09 -2.05 1.13  0.19
H18 -0.53 -1.26 0.98  0.14
H19 -0.91 -2.19 2.47  0.30
C10 2.47 -0.54 6.53  -0.74
O1 3.12 -1.17 5.45  -0.30
C11 2.28 -2.05 4.71  -0.58
C12 2.54 -1.96 3.22  -0.42
O2 2.09 -0.77 2.61  -0.24
C13 2.79 0.44 2.86  -0.34
C14 4.16 0.53 2.24  -0.66
O3 5.11 -0.27 2.93  -0.29
C15 6.05 -0.88 2.09  -0.77
H20 2.29 -1.24 7.35  0.32
H21 3.12 0.26 6.88  0.23
H22 1.52 -0.10 6.22  0.33
H23 1.23 -1.82 4.90  0.35
H24 2.48 -3.07 5.04  0.38
H25 1.96 -2.76 2.75  0.39
H26 3.59 -2.16 2.99  0.13
H27 2.82 0.67 3.92  0.15
H28 2.17 1.21 2.38  0.35
H29 4.50 1.57 2.28  0.40
H30 4.10 0.23 1.19  0.38
H31 5.56 -1.41 1.26  0.35
H32 6.60 -1.62 2.68  0.23
H33 6.76 -0.15 1.69  0.32
C16 -0.05 1.60 -1.26  -0.69
O4 0.71 0.84 -2.19  -0.38
C17 -0.06 -0.16 -2.84  0.22
C18 0.33 -0.27 -4.30  -0.55
O5 -0.09 0.81 -5.12  -0.48
C19 0.56 2.06 -4.99  -0.23
C20 1.98 2.10 -5.53  -0.58
O6 2.89 1.42 -4.67  -0.23
C21 3.89 0.72 -5.36  -0.81
H34 -0.26 1.02 -0.35  0.04
H35 0.55 2.47 -0.98  0.39
H36 -0.99 1.95 -1.70  0.40
H37 -1.13 0.05 -2.77  -0.21
H38 0.14 -1.12 -2.35  0.30
H39 -0.19 -1.14 -4.70  0.42
H40 1.40 -0.46 -4.41  0.16
H41 0.52 2.43 -3.97  0.02
H42 -0.03 2.75 -5.60  0.41
H43 2.29 3.15 -5.60  0.39
H44 1.99 1.66 -6.53  0.35
H45 3.47 0.08 -6.14  0.36
H46 4.40 0.09 -4.63  0.23
H47 4.62 1.41 -5.81  0.32

Computed properties:
- Multiplicity: 1
- Gap between HOMO and LUMO: 6.39 eV
- LUMO: 2.347 eV
- Net charge: -1

## Q
This record from OMol25 describes a molecular structure, C21H47InO6PS. The level of theory is ωB97M-V/def2-TZVPD.

Last column: Mulliken charge in e.
Element x y z (Å)
C1 -2.53 -2.03 -1.41  -0.14
C2 -3.23 -1.31 -2.08  -0.27
C3 -4.07 -0.45 -2.89  -0.76
C4 -3.68 1.04 -2.89  0.25
C5 -4.76 1.87 -2.20  -1.69
In1 -4.53 1.79 0.02  0.56
P1 -6.01 -0.21 0.77  0.02
S1 -5.66 -1.05 2.56  -0.55
C6 -2.42 1.52 0.55  1.03
C7 -1.67 2.84 0.41  -1.37
C8 -2.24 0.88 1.94  -0.52
C9 -1.84 -0.58 1.86  -0.77
H1 -1.99 -2.77 -0.86  0.48
H2 -4.04 -0.85 -3.91  0.32
H3 -5.08 -0.54 -2.50  0.32
H4 -2.71 1.19 -2.41  -0.19
H5 -3.56 1.37 -3.92  0.50
H6 -4.73 2.91 -2.51  0.38
H7 -5.72 1.46 -2.48  0.43
H8 -5.18 3.26 0.75  -0.39
H9 -6.01 -1.23 -0.20  -0.02
H10 -7.35 0.22 0.71  0.01
H11 -1.98 0.82 -0.16  -0.60
H12 -1.32 2.99 -0.61  0.33
H13 -0.77 2.85 1.03  0.28
H14 -2.27 3.71 0.68  0.34
H15 -1.47 1.41 2.50  0.23
H16 -3.15 0.94 2.54  0.22
H17 -2.60 -1.13 1.29  0.19
H18 -0.91 -0.65 1.30  0.17
H19 -1.72 -1.03 2.84  0.30
C10 1.08 1.27 6.95  -0.72
O1 1.78 0.27 6.25  -0.31
C11 0.95 -0.65 5.57  -0.55
C12 1.50 -1.05 4.23  -0.45
O2 1.43 -0.05 3.24  -0.24
C13 2.29 1.07 3.30  -0.34
C14 3.73 0.78 2.98  -0.66
O3 4.40 0.11 4.04  -0.30
C15 5.34 -0.84 3.60  -0.77
H20 0.60 0.87 7.85  0.32
H21 1.80 2.03 7.24  0.23
H22 0.31 1.73 6.32  0.33
H23 -0.05 -0.23 5.43  0.35
H24 0.86 -1.56 6.19  0.37
H25 0.86 -1.85 3.85  0.38
H26 2.51 -1.46 4.32  0.15
H27 2.20 1.61 4.24  0.17
H28 1.92 1.73 2.51  0.34
H29 4.24 1.74 2.80  0.40
H30 3.78 0.19 2.06  0.38
H31 4.90 -1.52 2.86  0.35
H32 5.64 -1.42 4.48  0.23
H33 6.22 -0.36 3.17  0.32
C16 0.85 1.03 -2.03  -0.63
O4 1.41 -0.20 -2.45  -0.40
C17 0.44 -1.17 -2.79  0.13
C18 0.88 -1.99 -3.98  -0.52
O5 0.85 -1.30 -5.22  -0.46
C19 1.83 -0.32 -5.50  -0.29
C20 3.21 -0.86 -5.78  -0.57
O6 3.87 -1.31 -4.61  -0.25
C21 4.67 -2.45 -4.80  -0.79
H34 0.41 0.96 -1.03  0.09
H35 1.65 1.77 -2.01  0.41
H36 0.08 1.37 -2.73  0.31
H37 -0.53 -0.71 -3.01  -0.09
H38 0.31 -1.85 -1.94  0.30
H39 0.16 -2.80 -4.10  0.41
H40 1.86 -2.44 -3.80  0.16
H41 1.87 0.45 -4.72  0.09
H42 1.49 0.16 -6.42  0.40
H43 3.81 -0.05 -6.23  0.38
H44 3.14 -1.67 -6.51  0.35
H45 4.11 -3.24 -5.32  0.35
H46 4.96 -2.81 -3.82  0.23
H47 5.57 -2.22 -5.38  0.32

Computed properties:
- Multiplicity: 1
- Gap between HOMO and LUMO: 6.42 eV
- LUMO: 2.362 eV
- Net charge: -1

The data favor Q; the next most stable structure lies 0.194 eV above it.

## P
This record from OMol25 describes 2 unconnected molecules or ions with the total composition CH3F3P. The level of theory is ωB97M-V/def2-TZVPD.

Last column: Mulliken charge in e.
Element x y z (Å)
C1 -1.04 -0.08 0.02  -0.61
F1 1.03 1.00 1.14  -0.09
F2 1.12 1.03 -1.18  -0.11
F3 2.22 -1.85 -0.01  -0.22
P1 0.69 0.10 -0.03  0.99
H1 -1.21 -0.63 0.87  0.35
H2 -1.61 -0.50 -0.86  0.38
H3 -1.20 0.93 0.05  0.30

Computed properties:
- Multiplicity: 1
- Gap between HOMO and LUMO (spin up / spin down): 10.22 / 9.27 eV
- LUMO (spin up / spin down): -9.406 / -8.842 eV
- Net charge: +1

## Q
This record from OMol25 describes a gas-phase ion, CH3F3P (charge +1). The level of theory is ωB97M-V/def2-TZVPD.

Last column: Mulliken charge in e.
Element x y z (Å)
C1 0.42 -0.26 -1.03  -0.82
F1 -0.74 -0.94 1.61  -0.15
F2 -1.51 1.23 0.78  -0.12
F3 0.64 0.79 1.80  -0.11
P1 -0.31 0.29 0.76  1.10
H1 1.39 0.13 -1.03  0.37
H2 -0.14 0.07 -2.01  0.37
H3 0.25 -1.32 -0.89  0.37

Computed properties:
- Multiplicity: 1
- Gap between HOMO and LUMO: 14.79 eV
- LUMO: -4.995 eV
- Net charge: +1

The data favor Q; the next most stable structure lies 4.739 eV above it.

## P
This record from OMol25 describes 2 unconnected molecules or ions with the total composition C26H26N3. The level of theory is ωB97M-V/def2-TZVPD.

Last column: Mulliken charge in e.
Element x y z (Å)
C1 5.40 1.08 2.22  -0.92
N1 4.00 0.70 2.13  0.23
C2 2.98 1.53 1.79  -1.07
C3 1.74 0.84 1.89  1.19
C4 0.49 1.32 1.52  -0.74
C5 -0.77 0.68 1.84  0.20
C6 -1.14 -0.53 1.22  -0.57
C7 -2.34 -1.16 1.51  -1.00
C8 -3.26 -0.55 2.38  0.94
C9 -4.61 -1.16 2.60  -1.38
C10 -2.91 0.66 3.00  -0.80
C11 -1.70 1.28 2.73  -0.77
C12 2.08 -0.52 2.37  1.12
C13 1.36 -1.66 2.69  -0.07
C14 2.06 -2.86 2.94  -0.80
C15 3.46 -2.88 2.99  -0.70
C16 4.20 -1.71 2.79  -0.98
C17 3.49 -0.56 2.46  0.06
H1 5.99 0.17 2.29  0.29
H2 5.69 1.66 1.34  0.34
H3 5.59 1.69 3.12  0.34
H4 3.14 2.58 1.54  0.53
H5 0.46 2.36 1.18  0.58
H6 -0.45 -0.94 0.47  1.15
H7 -2.57 -2.13 1.07  0.45
H8 -5.14 -0.59 3.37  0.37
H9 -5.21 -1.14 1.69  0.30
H10 -4.54 -2.20 2.93  0.34
H11 -3.61 1.10 3.71  0.33
H12 -1.42 2.22 3.21  0.45
H13 0.28 -1.60 2.77  0.52
H14 1.49 -3.77 3.09  0.41
H15 3.97 -3.82 3.20  0.39
H16 5.29 -1.67 2.88  0.27
C18 -3.50 -0.70 -4.02  -1.69
C19 -2.18 -0.03 -3.76  0.55
C20 -1.63 -0.12 -2.47  -0.54
C21 -0.42 0.53 -2.18  0.13
C22 0.25 1.20 -3.24  0.54
C23 -0.25 1.25 -4.52  -1.33
C24 -1.49 0.65 -4.79  1.23
C25 -2.05 0.73 -6.18  -1.69
N2 1.43 1.67 -2.67  -0.05
C26 1.44 1.31 -1.35  -0.50
N3 0.34 0.63 -1.04  -0.15
H17 -3.97 -0.36 -4.94  0.36
H18 -3.38 -1.79 -4.10  0.33
H19 -4.19 -0.52 -3.19  0.39
H20 -2.10 -0.69 -1.68  0.50
H21 0.32 1.75 -5.31  0.29
H22 -1.39 1.37 -6.78  0.36
H23 -2.10 -0.25 -6.67  0.34
H24 -3.06 1.17 -6.21  0.37
H25 2.17 2.19 -3.14  0.23
H26 2.26 1.58 -0.70  0.34

Computed properties:
- Multiplicity: 1
- Gap between HOMO and LUMO: 6.20 eV
- LUMO: -4.510 eV
- Net charge: +1

## Q
This record from OMol25 describes a gas-phase ion, C26H26N3 (charge +1). The level of theory is ωB97M-V/def2-TZVPD.

Last column: Mulliken charge in e.
Element x y z (Å)
C1 -8.67 1.54 2.98  -0.94
N1 -7.54 1.17 3.79  0.11
C2 -6.33 0.84 3.24  -1.26
C3 -5.47 0.36 4.21  -0.07
C4 -4.16 -0.47 4.01  0.92
C5 -3.06 -0.11 2.92  -0.60
C6 -1.48 -0.06 2.74  -0.22
N2 -0.63 -1.09 2.42  0.25
C7 -0.91 -2.50 2.43  -0.40
C8 0.64 -0.63 1.93  0.85
C9 1.85 -1.30 1.60  -0.80
C10 2.99 -0.52 1.32  -0.64
C11 2.92 0.89 1.36  -0.63
C12 1.71 1.54 1.68  -0.67
C13 0.57 0.74 1.96  0.83
N3 -0.71 1.07 2.47  0.15
C14 -1.12 2.46 2.56  -1.03
C15 -3.37 -0.74 5.27  0.49
C16 -3.29 0.31 6.16  -0.40
C17 -2.60 0.12 7.37  -0.53
C18 -1.98 -1.10 7.68  -0.67
C19 -1.87 -2.03 6.64  -1.05
C20 -2.57 -1.87 5.45  -0.36
C21 -6.28 0.31 5.46  0.72
C22 -6.22 -0.25 6.74  0.03
C23 -7.36 -0.10 7.60  -0.87
C24 -8.60 0.47 7.21  -0.64
C25 -8.70 0.97 5.90  -0.94
C26 -7.55 0.88 5.14  0.15
H1 -9.52 1.79 3.59  0.31
H2 -8.50 2.43 2.36  0.33
H3 -9.02 0.74 2.30  0.33
H4 -6.14 1.02 2.19  0.46
H5 -4.66 -1.47 3.79  0.46
H6 -3.30 1.00 2.76  0.28
H7 -3.55 -0.84 2.18  0.32
H8 0.11 -2.92 2.42  0.20
H9 -1.42 -2.79 3.36  0.11
H10 -1.56 -2.81 1.59  0.27
H11 1.93 -2.38 1.57  0.32
H12 3.96 -0.99 1.09  0.38
H13 3.86 1.45 1.17  0.37
H14 1.69 2.63 1.73  0.28
H15 -0.21 3.04 2.79  0.34
H16 -1.60 2.82 1.63  0.30
H17 -1.83 2.57 3.39  0.42
H18 -3.80 1.29 6.02  0.38
H19 -2.65 0.90 8.13  0.39
H20 -1.64 -1.34 8.70  0.40
H21 -1.43 -2.99 6.86  0.38
H22 -2.58 -2.63 4.67  0.85
H23 -5.29 -0.75 7.06  0.38
H24 -7.28 -0.49 8.63  0.35
H25 -9.48 0.50 7.86  0.40
H26 -9.57 1.45 5.43  0.24

Computed properties:
- Multiplicity: 1
- Structure (SMILES): Cn1cc([C@@H](Cc2n(C)c3ccccc3[n+]2C)c2ccccc2)c2ccccc21
- Gap between HOMO and LUMO: 6.69 eV
- LUMO: -3.285 eV
- Net charge: +1

The data favor P; the next most stable structure lies 2.088 eV above it.

## P
This record from OMol25 describes a single C5H7IN2 molecule. The level of theory is ωB97M-V/def2-TZVPD.

Last column: Mulliken charge in e.
Element x y z (Å)
C1 1.36 2.00 0.08  -0.97
C2 0.29 1.06 0.20  0.51
C3 -0.36 0.22 -0.62  -0.51
C4 -1.52 -0.49 0.47  0.48
C5 -1.39 -1.98 0.46  -1.35
I1 -3.39 0.21 -0.14  0.16
N1 -1.16 0.15 1.65  -0.45
N2 -0.26 1.03 1.53  -0.23
H1 2.28 1.57 0.60  0.23
H2 1.18 2.85 0.65  0.37
H3 1.54 2.18 -1.08  0.26
H4 -0.42 -0.25 -1.63  0.36
H5 -0.33 -2.12 0.20  0.33
H6 -2.00 -2.35 -0.29  0.40
H7 -1.66 -2.26 1.42  0.42

Computed properties:
- Multiplicity: 1
- Structure (SMILES): CC1=C[C@](C)(I)N=N1
- Gap between HOMO and LUMO: 8.87 eV
- LUMO: -0.449 eV
- Net charge: 0

## Q
This record from OMol25 describes a single C5H7IN2 molecule. The level of theory is ωB97M-V/def2-TZVPD.

Last column: Mulliken charge in e.
Element x y z (Å)
C1 -1.88 -1.53 -0.85  -1.09
C2 -0.68 -0.77 -0.40  0.37
C3 0.04 0.26 -0.74  -0.46
C4 1.07 0.38 0.35  0.71
C5 1.08 1.73 1.07  -1.33
I1 3.05 0.26 -0.60  0.09
N1 0.86 -0.70 1.26  -0.45
N2 -0.15 -1.29 0.88  -0.19
H1 -2.82 -0.88 -0.90  0.24
H2 -2.07 -2.29 -0.13  0.37
H3 -1.83 -2.05 -1.84  0.28
H4 -0.01 0.93 -1.70  0.31
H5 0.05 1.94 1.02  0.40
H6 1.75 2.44 0.55  0.36
H7 1.54 1.57 2.03  0.38

Computed properties:
- Multiplicity: 1
- Structure (SMILES): CC1=C[C@](C)(I)N=N1
- Gap between HOMO and LUMO: 8.91 eV
- LUMO: -0.586 eV
- Net charge: 0

## R
This record from OMol25 describes a molecular structure, C5H7IN2. The level of theory is ωB97M-V/def2-TZVPD.

Last column: Mulliken charge in e.
Element x y z (Å)
C1 -0.17 0.09 -0.62  -0.31
C2 -0.66 -0.95 0.08  0.53
C3 0.93 0.58 0.26  0.43
C4 -1.65 -1.82 -0.47  -0.95
C5 1.01 2.05 0.49  -1.31
N1 0.05 -1.23 1.16  -0.32
N2 0.98 -0.42 1.38  -0.49
I1 2.98 0.00 -0.37  0.10
H1 -0.53 0.66 -1.46  0.36
H2 -2.27 -1.13 -1.08  0.28
H3 -2.34 -2.47 0.19  0.32
H4 -1.21 -2.68 -1.10  0.21
H5 1.72 2.30 1.28  0.41
H6 0.00 2.51 0.70  0.33
H7 1.19 2.52 -0.43  0.42

Computed properties:
- Multiplicity: 1
- Gap between HOMO and LUMO: 8.34 eV
- LUMO: -0.878 eV
- Net charge: 0

The data favor Q; the next most stable structure lies 0.357 eV above it.